[1]
Density functional theory data (ωB97M-V/def2-TZVPD) for a molecular structure, C5H13NO2 in a non-equilibrium geometry.

Each line ends with the Mulliken charge.
Element x y z (Å)
C1 1.8528 0.5049 0.3507  0.588
C2 2.1877 -0.8846 -0.1346  -1.181
O1 1.6076 1.5395 -0.4857  -0.242
O2 3.0573 1.4495 -0.5698  -0.550
H1 2.1451 0.6807 1.3978  0.275
H2 1.9481 -0.9916 -1.1897  0.277
H3 1.6553 -1.6254 0.4642  0.296
H4 3.2537 -1.0399 0.0089  0.370
C3 -0.9924 0.1116 -0.2605  0.549
C4 -2.1833 1.0664 -0.2162  -1.493
C5 -1.4347 -1.3445 -0.3355  -1.439
N1 -0.0910 0.3176 0.9102  -0.550
H5 -0.3736 0.3621 -1.1258  0.249
H6 -0.1314 1.2898 1.2103  0.311
H7 -0.3991 -0.2276 1.7125  0.289
H8 -2.8207 0.8621 0.6440  0.346
H9 -2.7781 0.9570 -1.1199  0.399
H10 -1.8471 2.1001 -0.1724  0.412
H11 -1.9585 -1.5160 -1.2759  0.390
H12 -0.5833 -2.0219 -0.2966  0.332
H13 -2.1145 -1.5896 0.4840  0.372

Cartesian forces (eV/Å) of the 2 atoms listed first:
2.39 0.49 -0.73
-0.42 0.16 0.10

Properties
* DFT total energy: -10976.0887 eV
* E_HOMO: -8.32 eV
* E_LUMO: 0.72 eV
* energy above the lowest of the compared OMol25 structures with the same formula, charge and spin: 133.5 kcal/mol

---

[2]
Density functional theory data (ωB97M-V/def2-TZVPD) for C3H3NO2 in the gas phase.

Each line ends with the Mulliken charge.
Element x y z (Å)
O1 1.8889 -0.2550 -0.3092  -0.439
C1 0.5176 -0.0672 -0.1134  0.709
C2 0.7154 1.2772 0.1860  -0.250
O2 -1.9541 0.6272 0.1882  -0.509
C3 -1.6383 -0.5463 0.1026  0.111
N1 -0.3383 -1.0195 -0.0793  -0.589
H1 2.2776 -0.6538 0.4839  0.362
H2 0.9181 1.9928 -0.6192  0.226
H3 -2.3869 -1.3554 0.1604  0.380

Cartesian forces (eV/Å) of the 2 atoms listed first:
0.20 -0.16 0.05
-0.13 0.26 0.20

Properties
* DFT total energy: -8740.2038 eV
* E_HOMO: -9.81 eV
* E_LUMO: -0.76 eV
* energy above the lowest of the compared OMol25 structures with the same formula, charge and spin: 113.6 kcal/mol

---

[3]
Density functional theory data (ωB97M-V/def2-TZVPD) for 2 unconnected molecules or ions with the total composition C4H12 in a non-equilibrium geometry.

Each line ends with the Mulliken spin population.
Element x y z (Å)
C1 0.1188 0.1094 1.9604  0.092
C2 -0.6481 -1.1905 1.5432  0.093
H1 0.3675 0.1238 3.0485  0.050
H2 1.1873 0.2374 1.6444  0.094
H3 -0.4765 0.9435 1.6742  0.018
H4 0.1476 -1.9300 1.1484  0.080
H5 -1.2874 -1.1197 0.6405  0.002
H6 -1.1175 -1.7897 2.2775  0.011
C3 0.2558 0.8399 -1.0248  0.114
C4 0.1231 0.4828 -2.5081  0.091
H7 0.8519 1.7471 -0.7355  0.074
H8 -0.7563 0.8168 -0.4732  -0.005
H9 0.8654 0.1067 -0.5102  0.102
H10 0.0347 -0.6751 -2.5379  0.139
H11 1.0528 0.5895 -3.0337  0.005
H12 -0.7190 0.7080 -3.1136  0.041

Cartesian forces (eV/Å) of the 2 atoms listed first:
-0.47 -2.14 0.71
2.05 0.30 -1.78

Properties
* DFT total energy: -4330.1812 eV
* E_HOMO (spin up / spin down): -16.95 / -15.39 eV
* E_LUMO (spin up / spin down): -2.99 / -11.34 eV
* total charge: +1
* 2S+1: 2
* energy above the lowest of the compared OMol25 structures with the same formula, charge and spin: 24.2 kcal/mol

---

Question: Among the records above, which one has the highest energy above the lowest of the compared OMol25 structures with the same formula, charge and spin?
Answer: C5H13NO2

---

Question: Among the records above, which one has the highest energy above the lowest of the compared OMol25 structures with the same formula, charge and spin?
Answer: C5H13NO2

---

Question: What is the DFT total energy in the second record?
Answer: -8740.2038 eV